C28H69Br3F3NO13P4SiTa | ωB97M-V/def2-TZVPD

Calculated values
Charge = -1
HOMO level = -4.2 eV

XYZ file:
```
123
Properties=species:S:1:pos:R:3:forces:R:3
Ta 0.2060 -3.0692 -3.0201 2.2 1.4 0.9
Br 5.5992 -0.9390 -4.2817 -0.4 -0.5 -1.2
Br 4.6453 1.1688 -2.3875 -1.3 0.3 0.0
Br -1.3536 -4.3247 -1.2206 0.4 0.2 -0.4
P 9.3478 -2.8092 0.2224 -1.0 3.3 7.8
P -7.1392 5.5389 0.0361 0.4 8.4 1.3
P 1.6271 -5.2679 -3.3139 -0.7 -1.0 -0.5
P -3.9717 0.0492 4.1351 9.1 -2.2 -2.1
Si -1.5029 -1.0268 -2.9457 -1.0 -0.7 -0.1
F 2.8283 1.7054 -4.3630 0.5 -2.0 1.0
F 3.6108 -0.1096 -5.9826 -0.2 -0.3 1.9
F 2.1249 0.2518 -2.8303 1.6 0.0 -1.6
O -3.7499 -0.1141 5.8193 -3.5 0.1 -0.9
O 7.7213 -2.6069 -0.2397 2.4 -2.0 -1.7
O -7.4558 6.3022 1.4814 -0.1 -1.3 -0.1
O -6.4404 6.7981 -0.7744 0.4 -1.3 -0.1
O 10.8126 -3.1583 0.4832 -1.3 -1.0 -3.8
O -3.1891 -1.3982 4.0261 -1.5 0.2 0.9
O -8.5303 5.6455 -0.5864 1.5 -3.8 0.2
O 8.7299 -3.3861 1.6425 -0.3 -0.5 -1.2
O -2.6268 1.0285 4.1820 -1.0 1.0 0.3
O -4.2259 0.2367 2.6348 -3.9 0.7 2.2
O 1.7958 -6.0894 -1.8162 -0.4 0.8 -0.5
O 9.4068 -1.1898 0.6022 0.2 -0.5 -1.3
O -5.5647 5.2097 0.5949 -2.0 -2.2 -1.7
N 1.3731 -2.2676 -1.4364 -1.1 -2.4 -0.7
C -5.7055 1.2481 6.3836 0.0 -0.1 0.0
C -2.5259 -2.2183 1.8554 0.1 0.1 -0.1
C 2.6321 -2.8614 -0.9994 2.0 1.2 2.3
C 2.9491 -1.9875 -4.5533 0.2 -0.2 -0.8
C 1.3695 -1.9802 -4.7197 0.0 0.2 -0.3
C 7.4222 -2.1186 -1.5401 -0.4 0.3 -0.5
C -5.3458 4.0836 1.4317 0.3 -0.4 0.4
C -2.8605 3.3890 4.6526 -0.1 0.1 0.0
C -1.6648 -0.1331 -4.6430 0.6 1.2 -0.1
C 10.4372 -0.3546 0.0894 0.1 0.4 0.0
C 8.1967 -2.8275 -2.6338 0.0 -0.1 0.1
C -3.5219 -2.3259 2.9932 0.2 -0.2 -0.6
C -2.6439 2.3221 3.5946 0.4 0.3 0.0
C 2.5540 -3.6334 0.4231 0.9 0.1 -0.6
C -8.2412 5.0229 3.3806 0.1 -0.1 0.0
C -5.9938 2.8192 0.9120 0.0 0.0 -0.1
C -8.6049 5.9672 2.2489 -0.2 0.1 0.4
C 3.6579 -0.5826 -4.6598 0.2 -1.1 -0.5
C -7.8427 8.3677 -1.9493 -0.1 0.2 0.1
C 9.3741 -4.4511 2.3324 0.2 0.0 0.3
C -4.2685 0.8785 6.6906 0.1 0.2 0.5
C 0.5904 -6.4958 -4.3586 0.1 -0.2 0.5
C 9.9433 0.4381 -1.1075 -0.1 -0.1 -0.1
C -3.2864 -1.6903 -2.5442 -0.1 0.7 -0.4
C -6.9090 7.1777 -2.0640 -0.3 0.3 -0.2
C -1.0291 0.1822 -1.5163 0.1 0.6 0.5
C 3.1946 0.5527 -3.6366 -0.8 2.1 0.3
C 10.2288 -3.9007 3.4583 0.1 0.1 0.1
H 7.5827 -1.0388 -1.5701 0.1 0.0 0.0
H 1.1135 -2.4971 -5.7027 0.3 0.7 1.2
H 0.7654 -2.2235 -0.6014 0.4 0.3 -0.6
H -0.4453 -6.5465 -3.8917 1.2 -0.1 -0.8
H 11.3296 -0.9207 -0.1830 -0.1 -0.2 0.1
H -3.8749 3.3291 5.0586 0.0 0.1 0.0
H -6.0771 1.9748 7.1090 0.0 0.0 -0.1
H -7.9596 4.0416 2.9882 0.0 0.0 0.0
H 8.5935 -5.0918 2.7507 -0.1 0.1 -0.1
H -1.6700 2.4732 3.1226 0.0 -0.1 0.0
H -7.0856 2.9196 0.8686 -0.1 0.0 0.1
H -4.5458 -2.1779 2.6443 0.1 0.1 0.0
H 3.2109 -3.5177 -1.7042 -1.1 0.5 0.2
H -4.2149 0.4694 7.7029 0.1 -0.1 -0.1
H -1.5307 -2.5160 2.1924 -0.1 -0.1 0.0
H -7.3885 6.3395 -2.5727 -0.1 0.1 0.1
H -5.6467 2.5974 -0.0998 0.1 0.0 0.1
H -3.4732 -3.3293 3.4239 0.0 0.1 0.2
H -2.4360 -1.1929 1.4875 -0.2 -0.1 0.0
H 0.5375 -6.0861 -5.4137 0.0 -0.5 1.2
H -7.3015 9.2400 -1.5765 0.0 0.0 -0.1
H -3.3824 -2.6845 -3.0652 -0.1 0.9 0.8
H -4.2648 3.9321 1.4822 0.0 0.2 -0.2
H -3.4040 2.4118 2.8175 0.0 -0.2 0.0
H 1.0485 -0.9008 -4.8607 0.1 -1.2 0.3
H 3.3603 -2.5873 -5.4330 -0.2 0.9 1.2
H -0.3877 -0.3082 -0.7270 -0.7 0.4 -0.9
H -3.6179 1.7554 6.6735 0.0 0.0 -0.1
H -7.3949 5.4073 3.9536 -0.1 0.1 0.0
H 10.7168 0.3357 0.8896 -0.1 -0.1 0.1
H 1.5783 -3.4415 0.9537 1.0 -0.4 -0.6
H -6.3453 0.3628 6.4122 0.0 0.0 0.1
H 10.6819 1.1852 -1.4074 0.0 0.0 0.0
H -0.4441 1.0823 -1.8785 -0.7 -0.9 0.4
H -2.5572 0.5664 -4.6158 0.8 -0.9 -0.3
H -0.8759 -3.7680 -4.3381 -0.1 -0.1 0.0
H -8.2788 8.6166 -2.9207 0.1 0.0 0.0
H 1.0942 -7.5179 -4.3591 -0.7 1.3 -0.1
H -9.3948 5.5273 1.6379 0.1 0.1 -0.2
H -5.6769 4.3142 2.4470 -0.1 0.1 0.0
H 8.0187 -3.9048 -2.5954 -0.1 0.1 0.0
H -4.0054 -0.9497 -3.0239 0.5 -0.9 0.7
H -2.7264 4.3868 4.2282 0.0 0.0 0.0
H 9.0037 0.9451 -0.8796 0.1 0.0 0.0
H 3.3552 -2.5033 -3.6405 -0.6 0.6 -0.7
H 9.6009 -3.4158 4.2089 0.0 -0.1 0.0
H 9.7667 -0.2225 -1.9610 0.0 0.0 0.0
H -2.1623 3.2636 5.4824 0.0 0.0 -0.1
H -1.9823 0.5181 -1.0031 1.0 -0.1 -0.5
H -5.7508 1.9739 1.5601 0.0 0.0 -0.1
H -2.8164 -2.8596 1.0190 0.1 0.0 0.1
H 7.8979 -2.4563 -3.6156 0.1 -0.1 0.0
H -1.6610 -0.8348 -5.5266 -0.3 0.7 1.0
H -6.0375 7.4578 -2.6612 0.1 -0.1 0.2
H -9.0890 4.8846 4.0558 0.0 0.0 0.0
H 10.7979 -4.6992 3.9426 -0.1 0.0 0.0
H 2.7742 -4.7305 0.2497 -0.7 1.1 0.4
H 1.2725 -5.6046 -1.1511 0.0 -0.4 -0.3
H 10.9311 -3.1434 3.1027 0.0 -0.2 -0.2
H -0.7544 0.5432 -4.7752 -1.0 -0.8 0.1
H -8.9929 6.8998 2.6669 0.1 0.0 -0.1
H -3.4566 -1.7455 -1.4281 0.0 -0.2 -1.3
H 6.3536 -2.2797 -1.7013 0.1 0.0 0.2
H 9.2770 -2.6716 -2.5246 0.0 0.1 0.0
H -5.7995 1.6863 5.3832 0.0 0.1 0.0
H 3.3480 -1.9873 -0.7738 -0.6 -1.0 -0.5
H -8.6557 8.1801 -1.2442 0.0 -0.2 -0.1
H 9.9606 -5.0675 1.6485 0.1 0.1 0.0
H 3.4095 -3.2641 1.0797 -1.2 -0.4 -0.7
```
Forces are in eV/Å.

Mulliken atomic charge list, values in e, 4 entries:
1 Ta 0.451
2 Br -0.229
3 Br -0.184
4 Br -0.490

=====

C12H28InN4O4 | ωB97M-V/def2-TZVPD

Calculated values
Charge = +3
Relative energy (zero: lowest compared OMol25 entry of this formula, charge and spin) = 509.0 kJ/mol
HOMO level = -18.1 eV

XYZ file:
```
49
Properties=species:S:1:pos:R:3:forces:R:3
In 0.3723 1.2875 0.8021 -0.1 -1.0 -0.2
O -0.3287 -1.3240 1.8829 0.8 0.0 -0.4
O 2.9013 0.4872 1.9038 -2.5 1.2 0.1
O -1.3378 2.8680 -1.0249 1.4 -0.4 -0.1
O -1.1249 -0.2044 -1.2720 -0.5 1.8 0.7
N -0.1643 -2.8649 3.5550 -0.9 0.1 0.6
N -0.7163 -1.8772 -2.6436 0.2 0.5 0.9
N -2.1522 4.5088 -2.3128 0.8 0.4 -1.0
N 4.9916 0.4675 1.1081 -0.7 0.3 -0.1
C 3.9774 -0.0717 1.6990 -0.2 -1.6 0.8
C 1.2138 -2.7454 3.8522 0.3 0.1 0.0
C -1.1323 -3.0722 -3.3197 0.1 0.1 -1.4
C 5.0440 1.8356 0.6571 1.5 -0.8 -1.0
C -2.3702 -2.5135 2.4805 1.6 0.1 0.4
C -3.0182 -0.9961 -2.5257 0.1 1.6 0.2
C -3.7624 3.1869 -1.0959 0.8 0.4 0.0
C -1.5453 -0.9588 -2.1697 0.6 -1.6 0.6
C -0.9240 5.1641 -2.6851 0.6 -0.6 -0.4
C -2.2964 3.4772 -1.5138 -2.6 -0.4 1.7
C -0.8237 -2.2157 2.6065 -2.8 0.8 -0.4
C 4.2245 -1.4520 2.1828 0.0 -1.2 -0.5
H -3.8523 2.3771 -0.3719 0.1 -0.3 -0.6
H 5.1385 -1.7671 1.6793 0.3 -0.4 0.8
H -0.0172 4.6486 -2.3686 -0.3 0.2 0.8
H -3.4396 -0.0296 -2.2491 0.1 0.1 0.1
H 3.4853 -2.1696 1.8268 -0.3 0.3 0.0
H -0.8113 5.0907 -3.7668 -0.3 0.7 -0.2
H -2.9113 -1.6485 2.8642 0.1 -0.1 0.4
H 0.2327 -1.7572 -2.3194 0.0 -0.3 -0.1
H 1.5383 -1.7875 3.4458 0.6 -0.5 -0.1
H -2.5601 -3.4174 3.0592 -0.5 0.1 -0.2
H 1.5795 -3.6750 3.4161 1.2 0.2 -0.4
H 4.2391 -1.5321 3.2697 0.4 0.2 -0.1
H -2.7112 -2.5999 1.4489 0.5 -0.3 0.0
H 1.4164 -2.8498 4.9181 -0.2 0.3 0.1
H -0.3495 -3.8306 -3.3327 -0.1 0.1 0.5
H -2.8998 4.8823 -2.8799 -0.7 -0.4 0.5
H -2.0633 -3.4258 -2.8767 0.2 -0.2 -0.4
H -1.0703 6.1722 -2.2972 0.7 0.3 -0.4
H 5.7424 2.2498 1.3843 0.1 1.0 -0.5
H -1.2045 -2.7629 -4.3624 -0.7 -0.6 -0.3
H -4.1039 4.0500 -0.5244 0.1 0.3 -0.2
H -0.6532 -3.4711 4.1982 -0.6 -0.2 -0.4
H -3.5505 -1.6923 -1.8776 0.1 -0.5 -0.5
H -3.1724 -1.0373 -3.6040 0.0 -0.8 0.1
H 4.1373 2.4171 0.4901 -0.2 -0.6 0.7
H -4.3898 3.1227 -1.9849 -0.1 -0.4 0.2
H 5.7509 -0.1850 0.9744 0.5 0.7 -0.3
H 5.4718 1.6412 -0.3264 0.6 1.2 -0.1
```
Forces are in eV/Å.

Mulliken atomic charge list, values in e, 4 entries:
1 In 1.350
2 O -0.525
3 O -0.591
4 O -0.452

=====

no.,gap between HOMO and LUMO (eV)
1,4.0
2,2.7